Density functional theory data (the ωB97M-V functional and the def2-TZVPD basis) for a gas-phase ion, C4H13N2 (charge +1).

Element x y z (Å)
C  1.902  1.141  0.357
C  0.666  0.486  -0.270
C  0.433  -0.885  0.300
C  -0.742  -1.569  -0.381
N  -1.993  -0.824  0.144
N  -0.506  1.409  -0.239
H  2.838  0.600  0.213
H  2.134  2.102  -0.115
H  1.762  1.133  1.445
H  0.848  0.308  -1.349
H  1.355  -1.466  0.171
H  0.357  -0.817  1.383
H  -0.766  -2.624  -0.130
H  -0.746  -1.250  -1.414
H  -1.642  0.163  0.300
H  -2.710  -0.663  -0.560
H  -2.358  -1.251  0.991
H  -0.230  2.210  0.327
H  -0.605  1.797  -1.173

Calculated values
- E_HOMO (eV) = -14.468
- HOMO-LUMO gap (eV) = 11.36
- SMILES = C[C@H](N)CC[NH3+]
- calculated total energy (eV) = -7332.77565
- net charge = +1
- energy above the lowest of the compared OMol25 structures with the same formula, charge and spin (eV) = 0.7116
- molecular weight (g/mol) = 89.2

Atomic partial charges in e from the Mulliken method, atoms 1 to 8: number 1, C, carries -1.633; number 2, C, carries 0.520; number 3, C, carries -1.054; number 4, C, carries -0.629; number 5, N, carries -0.314; number 6, N, carries -0.626; number 7, H, carries 0.413; number 8, H, carries 0.405

=====

Density functional theory data (the ωB97M-V functional and the def2-TZVPD basis) for a gas-phase ion, C4H13N2 (charge +1).

Element x y z (Å)
N  -2.101  0.635  0.902
C  -0.615  0.073  0.876
C  -0.602  -1.442  0.847
C  0.026  0.420  -0.447
N  1.362  -0.149  -0.490
C  2.178  0.387  -1.666
H  -2.221  1.479  1.565
H  -2.812  0.003  1.235
H  -2.357  0.965  -0.015
H  -0.213  0.492  1.678
H  -1.188  -2.023  1.550
H  -0.525  -1.729  -0.193
H  0.442  -1.895  0.959
H  -0.152  1.451  -0.626
H  -0.655  -0.053  -1.299
H  1.780  -0.143  0.405
H  2.936  -0.375  -2.037
H  2.723  1.199  -1.292
H  1.493  0.596  -2.484

Calculated values
- E_HOMO (eV) = -12.669
- HOMO-LUMO gap (eV) = 8.97
- SMILES = CNC[C@H](C)[NH3+]
- calculated total energy (eV) = -7330.69651
- net charge = +1
- energy above the lowest of the compared OMol25 structures with the same formula, charge and spin (eV) = 2.7907
- molecular weight (g/mol) = 89.2

Atomic partial charges in e from the Mulliken method, atoms 1 to 8: number 1, N, carries -0.381; number 2, C, carries 0.163; number 3, C, carries -1.079; number 4, C, carries -1.108; number 5, N, carries -0.220; number 6, C, carries -0.866; number 7, H, carries 0.388; number 8, H, carries 0.344

=====

Density functional theory data (the ωB97M-V functional and the def2-TZVPD basis) for a gas-phase ion, C4H13N2 (charge +1).

Element x y z (Å)
C  -0.120  0.592  1.045
N  -1.176  -0.109  0.223
C  -2.076  1.035  -0.349
C  1.129  0.694  0.079
N  1.110  -0.439  -0.749
C  1.558  -1.815  -0.313
H  0.055  0.010  1.995
H  -0.575  1.584  1.386
H  -1.910  -0.491  0.861
H  -1.299  1.798  -0.602
H  -2.793  1.354  0.346
H  -2.525  0.718  -1.282
H  2.050  0.848  0.627
H  0.855  1.569  -0.525
H  -0.669  -0.586  -0.551
H  1.517  -0.335  -1.675
H  1.197  -1.889  0.700
H  2.640  -2.032  -0.325
H  1.032  -2.504  -0.889

Calculated values
- E_HOMO (eV) = -13.801
- HOMO-LUMO gap (eV) = 10.79
- SMILES = CNCC[NH2+]C
- calculated total energy (eV) = -7331.43530
- net charge = +1
- energy above the lowest of the compared OMol25 structures with the same formula, charge and spin (eV) = 2.0519
- molecular weight (g/mol) = 89.2

Atomic partial charges in e from the Mulliken method, atoms 1 to 8: number 1, C, carries -0.840; number 2, N, carries -0.140; number 3, C, carries -0.862; number 4, C, carries -0.352; number 5, N, carries -0.397; number 6, C, carries -0.898; number 7, H, carries 0.376; number 8, H, carries 0.381

=====

Density functional theory data (the ωB97M-V functional and the def2-TZVPD basis) for a gas-phase ion, C4H13N2 (charge +1).

Element x y z (Å)
N  1.858  0.180  0.946
C  0.544  -0.378  0.361
C  0.912  -1.637  -0.403
C  -0.021  0.700  -0.556
N  -1.371  0.272  -0.944
C  -2.357  0.641  0.069
H  1.625  0.712  1.798
H  2.660  -0.396  1.198
H  2.184  0.950  0.355
H  -0.070  -0.612  1.230
H  1.667  -1.410  -1.156
H  0.096  -2.015  -1.004
H  1.326  -2.388  0.266
H  -0.060  1.675  -0.067
H  0.596  0.748  -1.453
H  -1.592  0.868  -1.736
H  -2.173  0.151  1.026
H  -2.491  1.706  0.256
H  -3.332  0.233  -0.188

Calculated values
- E_HOMO (eV) = -13.328
- HOMO-LUMO gap (eV) = 9.68
- SMILES = CNC[C@@H](C)[NH3+]
- calculated total energy (eV) = -7332.09911
- net charge = +1
- energy above the lowest of the compared OMol25 structures with the same formula, charge and spin (eV) = 1.3881
- molecular weight (g/mol) = 89.2

Atomic partial charges in e from the Mulliken method, atoms 1 to 8: number 1, N, carries -0.358; number 2, C, carries 0.439; number 3, C, carries -1.533; number 4, C, carries -0.964; number 5, N, carries -0.332; number 6, C, carries -0.931; number 7, H, carries 0.364; number 8, H, carries 0.341

=====

Density functional theory data (the ωB97M-V functional and the def2-TZVPD basis) for 2 unconnected molecules or ions with the total composition C4H13N2.

Element x y z (Å)
N  -1.806  2.414  -0.947
C  0.151  -1.768  -1.577
C  -0.563  -0.648  -0.830
N  0.214  0.106  0.070
C  0.696  -0.667  1.271
C  1.583  0.200  2.158
H  -1.204  3.178  -1.306
H  -2.586  2.796  -0.380
H  0.998  -1.238  -2.037
H  0.483  -2.649  -1.037
H  -0.453  -2.055  -2.437
H  -0.827  0.037  -1.679
H  -1.556  -0.941  -0.447
H  -1.194  1.864  -0.311
H  -0.191  -1.062  1.782
H  1.284  -1.519  0.896
H  0.960  1.008  2.544
H  2.377  0.617  1.541
H  2.020  -0.340  2.996

Calculated values
- multiplicity = 2
- E_HOMO (alpha / beta) (eV) = -20.242 / -20.515
- HOMO-LUMO gap (alpha / beta) (eV) = 5.85 / 7.43
- calculated total energy (eV) = -7313.74789
- net charge = +2
- energy above the lowest of the compared OMol25 structures with the same formula, charge and spin (eV) = 6.2884
- molecular weight (g/mol) = 89.2

Atomic partial charges in e from the Mulliken method, atoms 1 to 8: number 1, N, carries -0.129; number 2, C, carries -1.231; number 3, C, carries -0.151; number 4, N, carries 0.029; number 5, C, carries -0.207; number 6, C, carries -1.193; number 7, H, carries 0.405; number 8, H, carries 0.429

=====

Density functional theory data (the ωB97M-V functional and the def2-TZVPD basis) for 2 unconnected molecules or ions with the total composition C4H13N2O.

Element x y z (Å)
N  0.765  -2.065  0.282
C  -0.532  -2.975  0.334
O  -0.331  -4.164  0.837
H  1.342  -2.639  -0.322
H  1.101  -2.302  1.234
H  -1.286  -2.398  0.906
H  -0.863  -3.018  -0.727
C  -0.701  0.874  0.753
C  -0.124  1.959  -0.108
C  1.385  1.740  -0.374
N  -0.746  2.023  -1.434
H  -0.207  0.714  1.753
H  -1.800  1.057  0.897
H  -0.629  -0.082  0.205
H  -0.234  2.967  0.327
H  1.797  2.450  -1.080
H  2.013  1.801  0.572
H  1.503  0.728  -0.760
H  -1.762  2.186  -1.352
H  -0.691  1.145  -1.943

Calculated values
- E_HOMO (eV) = -2.538
- HOMO-LUMO gap (eV) = 6.25
- calculated total energy (eV) = -9386.11118
- net charge = -1
- energy above the lowest of the compared OMol25 structures with the same formula, charge and spin (eV) = 0.7514
- molecular weight (g/mol) = 105.2

Atomic partial charges in e from the Mulliken method, atoms 1 to 8: number 1, N, carries -0.617; number 2, C, carries -0.356; number 3, O, carries -0.843; number 4, H, carries 0.287; number 5, H, carries 0.204; number 6, H, carries 0.140; number 7, H, carries 0.210; number 8, C, carries -0.947

=====

Density functional theory data (the ωB97M-V functional and the def2-TZVPD basis) for 2 unconnected molecules or ions with the total composition C4H13N2O.

Element x y z (Å)
N  -3.053  0.634  0.713
C  -1.854  1.400  1.244
O  -0.739  1.123  0.596
H  -3.906  0.958  1.158
H  -3.125  0.851  -0.276
H  -2.119  2.496  1.219
H  -1.858  1.123  2.334
C  1.065  -0.373  -1.118
C  1.893  -1.253  -0.209
C  1.522  -1.041  1.254
N  1.400  -0.621  -2.525
H  1.237  0.681  -0.877
H  0.006  -0.488  -0.870
H  2.961  -1.053  -0.383
H  1.711  -2.303  -0.487
H  0.470  -1.288  1.437
H  1.593  0.014  1.527
H  2.149  -1.635  1.930
H  0.936  0.068  -3.106
H  1.020  -1.519  -2.802

Calculated values
- E_HOMO (eV) = -2.534
- HOMO-LUMO gap (eV) = 6.76
- calculated total energy (eV) = -9386.15810
- net charge = -1
- energy above the lowest of the compared OMol25 structures with the same formula, charge and spin (eV) = 0.7045
- molecular weight (g/mol) = 105.2

Atomic partial charges in e from the Mulliken method, atoms 1 to 8: number 1, N, carries -0.625; number 2, C, carries -0.509; number 3, O, carries -0.677; number 4, H, carries 0.223; number 5, H, carries 0.188; number 6, H, carries 0.186; number 7, H, carries 0.226; number 8, C, carries -0.362

=====

Density functional theory data (the ωB97M-V functional and the def2-TZVPD basis) for 2 unconnected molecules or ions with the total composition C4H13N2O.

Element x y z (Å)
C  0.091  -0.007  1.531
C  -0.288  -1.297  0.844
C  0.703  -1.533  -0.268
C  0.935  -0.673  -1.370
N  2.220  -0.029  -1.657
N  0.079  1.010  0.467
H  -0.497  0.411  2.350
H  1.111  -0.122  1.855
H  -1.305  -1.281  0.479
H  -0.265  -2.167  1.514
H  1.134  -2.494  -0.309
H  0.252  -0.417  -2.212
H  2.972  -0.434  -1.119
H  2.469  -0.125  -2.637
H  0.103  1.974  0.802
H  -0.773  0.929  -0.091
H  0.795  0.781  -0.246
H  -2.834  1.793  1.116
H  -3.784  1.238  0.038
O  -2.952  1.689  0.169

Calculated values
- multiplicity = 2
- E_HOMO (alpha / beta) (eV) = -4.345 / -5.355
- HOMO-LUMO gap (alpha / beta) (eV) = 4.53 / 5.54
- calculated total energy (eV) = -9381.63547
- energy above the lowest of the compared OMol25 structures with the same formula, charge and spin (eV) = 3.0544
- molecular weight (g/mol) = 105.2

Atomic partial charges in e from the Mulliken method, atoms 1 to 8: number 1, C, carries -0.772; number 2, C, carries -0.621; number 3, C, carries -0.284; number 4, C, carries -1.252; number 5, N, carries -0.594; number 6, N, carries -0.209; number 7, H, carries 0.341; number 8, H, carries 0.443

=====

Listing strongest force on any atom for the structures above in their given order: 0.040, 0.099, 0.093, 0.044, 0.091, 0.031, 0.009, 0.031 Eh/bohr.